<A>
{
  "formula": "C4H8N3S",
  "method": "the ωB97M-V functional and the def2-TZVPD basis",
  "species": ["C", "C", "C", "C", "N", "N", "N", "S", "H", "H", "H", "H", "H", "H", "H", "H"],
  "xyz": [[1.586, 0.696, 0.298], [-1.268, 0.515, -0.068], [-0.480, 1.740, -0.456], [-1.066, -1.987, -0.003], [0.847, 1.756, 0.191], [-0.541, -0.554, 0.011], [0.996, -0.513, 0.120], [-2.876, 0.526, -0.076], [2.603, 0.671, 0.460], [-0.293, 1.715, -1.461], [-1.068, 2.553, -0.027], [-1.018, -2.391, 0.975], [-2.178, -2.001, -0.237], [-0.367, -2.509, -0.623], [1.282, 2.624, 0.582], [1.526, -1.408, 0.171]],
  "e_lumo_ev": -4.14,
  "total_charge": 1,
  "smiles": "CN1[NH+]=CNCC1=S"
}


<B>
{
  "formula": "C4H8N3S",
  "method": "the ωB97M-V functional and the def2-TZVPD basis",
  "species": ["C", "C", "C", "C", "N", "N", "N", "S", "H", "H", "H", "H", "H", "H", "H", "H"],
  "xyz": [[-0.573, 1.106, 0.703], [1.101, 1.297, -0.954], [0.107, -0.165, 1.196], [0.372, -0.765, -0.280], [0.288, 1.839, -0.178], [1.220, -0.041, -1.062], [-1.190, -0.658, -0.939], [-1.966, 0.603, -0.298], [-0.825, 1.685, 1.489], [1.676, 1.967, -1.779], [1.037, 0.180, 1.559], [-0.560, -0.835, 1.827], [0.496, -1.780, -0.323], [1.829, -0.464, -1.763], [-1.032, -0.809, -1.922], [-2.677, -0.208, 0.728]],
  "e_lumo_ev": -3.89,
  "total_charge": 1
}


So which one is most stable? That would be <A>, about 0.0254 hartree below the next structure.


<A>
{
  "formula": "C5H14",
  "method": "the ωB97M-V functional and the def2-TZVPD basis",
  "species": ["C", "C", "H", "H", "H", "H", "H", "H", "C", "C", "C", "H", "H", "H", "H", "H", "H", "H", "H"],
  "xyz": [[-1.745, 1.865, -1.851], [-0.401, 1.141, -2.143], [-1.625, 2.865, -2.242], [-2.554, 1.415, -2.412], [-2.034, 1.868, -0.805], [0.366, 1.920, -2.136], [-0.436, 0.645, -3.108], [-0.042, 0.493, -1.348], [0.945, -0.786, 0.966], [-0.043, -0.295, 2.033], [1.488, -2.180, 1.227], [0.352, -0.806, 0.053], [1.710, -0.019, 0.854], [-0.406, 0.709, 1.815], [1.822, -2.314, 2.263], [0.701, -2.912, 1.064], [0.402, -0.266, 3.028], [-0.891, -0.983, 2.094], [2.393, -2.361, 0.648]],
  "e_lumo_ev": 1.14,
  "total_charge": 0,
  "smiles": "CCC.CC"
}


<B>
{
  "formula": "C5H14",
  "method": "the ωB97M-V functional and the def2-TZVPD basis",
  "species": ["C", "C", "H", "H", "H", "H", "H", "H", "C", "C", "C", "H", "H", "H", "H", "H", "H", "H", "H"],
  "xyz": [[0.457, -1.489, 1.353], [0.818, -2.879, 1.865], [1.220, -1.333, 0.570], [-0.536, -1.437, 0.810], [0.583, -0.800, 2.154], [0.495, -3.619, 1.148], [0.191, -3.140, 2.754], [1.787, -2.974, 2.304], [-0.107, 1.800, -1.660], [-1.396, 1.046, -1.871], [0.259, 2.052, -0.156], [0.687, 1.223, -2.149], [-0.336, 2.673, -2.068], [-2.271, 1.538, -1.576], [-1.603, 0.275, -1.216], [0.989, 2.786, -0.086], [-0.595, 2.183, 0.497], [-1.341, 1.001, -2.933], [0.697, 1.094, 0.259]],
  "e_lumo_ev": 1.10,
  "total_charge": 0,
  "smiles": "CCC.CC"
}


So which one is most stable? That would be <A>, about 0.0444 hartree below the next structure.


<A>
{
  "formula": "C5H14",
  "method": "the ωB97M-V functional and the def2-TZVPD basis",
  "species": ["C", "C", "H", "H", "H", "H", "H", "H", "C", "C", "C", "H", "H", "H", "H", "H", "H", "H", "H"],
  "xyz": [[2.292, -0.451, 0.522], [1.572, -0.614, 1.777], [3.347, -0.550, 0.641], [1.877, -1.154, -0.235], [2.308, 0.623, 0.228], [0.596, -0.251, 1.683], [2.161, -0.031, 2.641], [1.526, -1.690, 2.029], [-0.945, 0.282, -1.186], [-0.862, 1.232, 0.029], [-2.279, -0.495, -1.395], [-0.719, 0.728, -2.191], [-0.099, -0.492, -1.045], [0.085, 1.710, 0.000], [-1.239, 0.814, 0.946], [-2.527, -0.840, -0.541], [-3.040, 0.241, -1.644], [-1.701, 1.951, -0.021], [-2.352, -1.012, -2.238]],
  "e_lumo_ev": 1.14,
  "total_charge": 0,
  "smiles": "CCC.CC"
}


<B>
{
  "formula": "C5H14",
  "method": "the ωB97M-V functional and the def2-TZVPD basis",
  "species": ["C", "C", "C", "H", "H", "H", "H", "H", "H", "H", "H", "C", "C", "H", "H", "H", "H", "H", "H"],
  "xyz": [[0.945, -1.556, -0.590], [1.113, -0.066, -0.293], [2.253, -2.162, -0.970], [0.299, -1.957, 0.186], [0.127, -1.521, -1.425], [1.661, 0.236, 0.621], [3.148, -1.604, -0.709], [0.228, 0.596, -0.344], [1.842, 0.562, -0.903], [2.391, -3.147, -0.422], [2.354, -2.391, -2.080], [-1.888, 2.455, 0.582], [-2.345, 1.085, 1.226], [-2.344, 2.481, -0.342], [-2.051, 3.308, 1.210], [-0.761, 2.493, 0.336], [-1.813, 1.037, 2.205], [-2.140, 0.153, 0.646], [-3.407, 1.220, 1.297]],
  "e_lumo_ev": 1.13,
  "total_charge": 0,
  "smiles": "CCC.CC"
}


So which one is most stable? That would be <B>, about 0.0162 hartree below the next structure.


<A>
{
  "formula": "C5H14",
  "method": "the ωB97M-V functional and the def2-TZVPD basis",
  "species": ["C", "C", "H", "H", "H", "H", "H", "H", "C", "C", "C", "H", "H", "H", "H", "H", "H", "H", "H"],
  "xyz": [[0.403, 2.748, 1.434], [-0.534, 1.579, 1.755], [0.967, 2.825, 2.370], [1.134, 2.540, 0.627], [-0.253, 3.600, 1.244], [-0.999, 1.659, 2.739], [-1.417, 1.274, 1.182], [0.134, 0.713, 1.773], [0.180, -1.059, -0.948], [0.498, -1.447, -2.417], [-0.543, -2.110, -0.126], [1.256, -0.859, -0.627], [-0.133, -0.006, -0.874], [0.719, -0.524, -2.919], [0.008, -3.062, -0.158], [-0.493, -1.703, -2.848], [1.282, -2.197, -2.528], [-0.683, -1.657, 0.857], [-1.524, -2.314, -0.535]],
  "e_lumo_ev": 1.09,
  "total_charge": 0,
  "smiles": "CCC.CC"
}


<B>
{
  "formula": "C5H14",
  "method": "the ωB97M-V functional and the def2-TZVPD basis",
  "species": ["C", "C", "C", "H", "H", "H", "H", "H", "H", "H", "H", "C", "C", "H", "H", "H", "H", "H", "H"],
  "xyz": [[-0.317, 2.405, -0.796], [-0.967, 1.700, 0.434], [1.325, 2.067, -0.758], [-0.438, 3.495, -0.534], [-0.899, 1.881, -1.555], [-0.938, 2.046, 1.433], [-2.054, 1.595, 0.329], [1.940, 2.845, -0.927], [-0.492, 0.664, 0.833], [1.601, 1.215, -1.422], [1.629, 1.719, 0.179], [0.718, -2.443, 0.217], [-0.783, -2.867, 0.522], [0.684, -1.726, -0.602], [1.258, -2.157, 1.062], [1.185, -3.357, -0.095], [-0.690, -3.938, 0.972], [-1.398, -2.980, -0.469], [-1.363, -2.165, 1.177]],
  "e_lumo_ev": 1.10,
  "total_charge": 0,
  "smiles": "CCC.CC"
}


So which one is most stable? That would be <A>, about 0.0429 hartree below the next structure.


<A>
{
  "formula": "C5H14",
  "method": "the ωB97M-V functional and the def2-TZVPD basis",
  "species": ["C", "C", "H", "H", "H", "H", "H", "H", "C", "C", "C", "H", "H", "H", "H", "H", "H", "H", "H"],
  "xyz": [[-1.397, -2.560, 2.253], [-2.023, -1.238, 1.656], [-2.083, -2.554, 3.011], [-1.601, -3.321, 1.546], [-0.338, -2.484, 2.521], [-2.328, -1.414, 0.738], [-1.215, -0.434, 1.594], [-2.869, -0.908, 2.296], [1.048, 1.790, -1.889], [1.104, 2.110, -0.383], [1.621, 0.347, -2.057], [0.010, 2.005, -2.316], [1.607, 2.355, -2.609], [1.220, 3.176, -0.138], [1.965, 1.650, 0.128], [1.015, -0.366, -1.639], [1.441, -0.045, -3.101], [0.221, 1.727, 0.063], [2.603, 0.162, -1.675]],
  "e_lumo_ev": 1.04,
  "total_charge": 0,
  "smiles": "CCC.CC"
}


<B>
{
  "formula": "C5H14",
  "method": "the ωB97M-V functional and the def2-TZVPD basis",
  "species": ["C", "C", "C", "H", "H", "H", "H", "H", "H", "H", "H", "C", "C", "H", "H", "H", "H", "H", "H"],
  "xyz": [[-1.794, 0.610, 0.734], [-1.480, -0.802, 1.320], [-1.698, 0.750, -0.816], [-1.199, 1.429, 1.116], [-2.875, 0.691, 0.906], [-1.332, -1.467, 0.486], [-0.519, -0.569, 1.798], [-2.441, 1.395, -1.269], [-2.149, -1.152, 2.110], [-1.713, -0.228, -1.319], [-0.705, 1.146, -1.003], [2.138, -0.080, 0.120], [2.603, -0.416, -1.240], [2.601, 0.779, 0.627], [1.098, 0.198, 0.277], [2.293, -0.896, 0.840], [2.711, 0.473, -1.870], [2.115, -1.146, -1.885], [3.548, -0.970, -1.482]],
  "e_lumo_ev": 1.14,
  "total_charge": 0,
  "smiles": "CCC.CC"
}


<C>
{
  "formula": "C5H14",
  "method": "the ωB97M-V functional and the def2-TZVPD basis",
  "species": ["C", "C", "C", "H", "H", "H", "H", "H", "H", "H", "H", "C", "C", "H", "H", "H", "H", "H", "H"],
  "xyz": [[0.891, -0.696, -1.088], [2.263, -1.135, -0.573], [-0.141, -1.544, -0.277], [0.877, -1.058, -2.118], [0.553, 0.344, -1.003], [2.365, -2.226, -0.706], [3.071, -0.616, -1.049], [-0.335, -2.419, -0.898], [-1.140, -1.068, -0.390], [2.303, -1.019, 0.509], [0.163, -1.981, 0.658], [-1.917, 1.470, 0.361], [-1.018, 1.878, 1.507], [-1.943, 0.384, 0.292], [-2.910, 1.887, 0.217], [-1.353, 1.729, -0.553], [-0.053, 1.390, 1.663], [-1.656, 1.813, 2.394], [-0.648, 2.892, 1.389]],
  "e_lumo_ev": 1.17,
  "total_charge": 0,
  "smiles": "CCC.CC"
}


So which one is most stable? That would be <C>, about 0.0109 hartree below the next structure.